Density functional theory data (the ωB97M-V functional and the def2-TZVPD basis) for a molecular structure, C27H40O9SV2.

Structure (XYZ):
```
79
Properties=species:S:1:pos:R:3:lowdin_charge:R:1
O 3.57 3.72 -2.00 -0.39
V 2.33 3.49 -3.01 1.03
O 2.47 2.01 -3.67 -0.34
O -0.70 4.65 0.15 -0.53
V -0.59 4.44 -1.43 0.78
O -1.99 3.96 -2.03 -0.48
C 0.35 1.41 0.50 -0.06
C 0.82 1.44 -0.93 -0.56
C 0.27 0.25 -1.76 -0.03
O 0.73 2.63 -1.56 -0.31
H 0.78 0.61 1.10 0.07
H -0.69 1.17 0.71 0.06
H 0.55 2.29 1.11 0.08
H 1.87 1.13 -0.94 0.11
H -0.72 0.10 -1.31 0.06
H 0.84 -0.68 -1.85 0.06
H 0.00 0.54 -2.77 0.07
C -0.57 2.92 -4.91 -0.07
C -0.11 4.41 -4.98 -0.54
C -1.31 5.36 -5.26 -0.06
O 0.56 4.76 -3.78 -0.36
H 0.15 2.12 -5.09 0.05
H -1.33 2.81 -5.69 0.07
H -0.96 2.75 -3.91 0.05
H 0.58 4.54 -5.82 0.11
H -1.94 5.20 -6.13 0.07
H -1.04 6.42 -5.17 0.07
H -1.98 5.11 -4.44 0.06
O -4.19 1.02 2.38 -0.33
S -3.60 2.09 3.26 0.72
O -4.22 3.40 3.46 -0.30
O -3.21 1.38 4.73 -0.31
C -3.63 0.03 5.05 -0.28
C -5.09 -0.06 5.45 -0.08
C -1.81 2.37 2.87 -0.09
H -3.05 -0.33 5.90 0.11
H -3.32 -0.66 4.27 0.11
H -5.35 -0.85 6.15 0.07
H -5.74 -0.15 4.59 0.08
H -5.22 0.86 6.04 0.08
H -1.89 2.61 1.80 0.05
H -1.53 1.36 3.15 0.06
H -1.39 3.16 3.49 0.08
C -2.56 -2.41 -0.73 -0.08
C -2.19 -2.70 -2.09 -0.07
C -3.21 -3.00 -2.94 -0.13
C -4.49 -3.27 -2.52 -0.10
C -4.83 -2.98 -1.20 -0.09
C -3.88 -2.38 -0.34 -0.09
H -1.83 -1.96 -0.07 0.09
H -1.13 -2.62 -2.27 0.09
H -2.98 -3.25 -3.96 0.10
H -5.20 -3.75 -3.18 0.10
H -5.88 -3.02 -0.95 0.09
H -4.30 -1.94 0.56 0.10
C 3.29 -5.85 -0.51 -0.13
C 2.69 -5.10 -1.44 -0.09
C 1.92 -3.97 -1.02 -0.06
C 1.95 -3.60 0.30 -0.11
C 2.55 -4.38 1.28 -0.09
C 3.20 -5.53 0.85 -0.09
H 3.83 -6.76 -0.75 0.10
H 2.72 -5.40 -2.48 0.10
H 1.40 -3.30 -1.70 0.08
H 1.63 -2.62 0.65 0.10
H 2.45 -4.11 2.32 0.10
H 3.54 -6.23 1.60 0.09
C 3.92 -0.83 3.05 -0.10
C 4.96 -1.55 3.64 -0.11
C 6.25 -1.18 3.35 -0.13
C 6.55 -0.15 2.48 -0.10
C 5.51 0.62 1.91 -0.07
C 4.15 0.26 2.17 -0.06
H 2.90 -1.04 3.31 0.09
H 4.71 -2.46 4.18 0.10
H 7.09 -1.55 3.92 0.10
H 7.55 0.07 2.13 0.09
H 5.64 1.38 1.15 0.09
H 3.39 0.77 1.59 0.09
```

The expectation value of S² is 0.76. The frontier orbital gap (spin up / spin down) is 5.59 / 7.18 eV. As for the total charge: -1. As for the HOMO energy (spin up / spin down): -4.30 / -5.89 eV. Its multiplicity is 2.

=====

Density functional theory data (the ωB97M-V functional and the def2-TZVPD basis) for a molecular structure, C27H41BrN5O2PTl.

Structure (XYZ):
```
78
Properties=species:S:1:pos:R:3:lowdin_charge:R:1
Tl 0.26 -1.05 0.38 0.99
N 1.25 -3.14 -0.16 0.00
C 2.37 -3.49 0.72 -0.18
C 1.96 -3.37 2.18 -0.18
N 1.39 -2.05 2.48 -0.13
C 2.31 -1.06 3.04 -0.20
C 3.37 -0.64 2.03 -0.20
N 2.79 -0.19 0.74 -0.01
H 0.54 -3.86 -0.17 0.09
H 1.58 -2.98 -1.11 0.07
H 3.20 -2.82 0.48 0.11
H 2.72 -4.51 0.55 0.15
H 2.83 -3.57 2.81 0.15
H 1.21 -4.12 2.41 0.09
H 0.53 -2.11 3.01 0.06
H 2.84 -1.44 3.92 0.15
H 1.72 -0.21 3.37 0.08
H 4.05 -1.46 1.84 0.12
H 3.98 0.15 2.49 0.13
H 3.31 -0.57 -0.04 0.09
H 2.80 0.81 0.63 0.05
C 0.82 -2.26 -3.36 -0.04
O 1.33 -1.43 -2.32 -0.29
C 1.67 -0.12 -2.79 -0.16
C 0.43 0.65 -3.18 -0.19
O -0.50 0.64 -2.10 -0.29
C -1.80 1.04 -2.56 -0.08
H 1.53 -2.33 -4.18 0.12
H -0.13 -1.89 -3.75 0.09
H 0.66 -3.26 -2.95 0.10
H 2.34 -0.17 -3.64 0.15
H 2.19 0.37 -1.96 0.12
H -0.05 0.20 -4.06 0.13
H 0.71 1.67 -3.45 0.13
H -1.76 2.02 -3.04 0.11
H -2.45 1.09 -1.69 0.06
H -2.20 0.32 -3.28 0.10
Br -1.61 -3.79 2.25 0.90
C -2.12 -3.71 0.42 -0.72
C -3.00 -4.65 -0.06 -0.06
C -3.48 -4.48 -1.35 0.00
C -3.08 -3.36 -2.08 -0.01
C -2.18 -2.49 -1.50 -0.14
N -1.68 -2.67 -0.27 -0.08
H -3.31 -5.49 0.55 0.12
H -4.17 -5.19 -1.77 0.14
H -3.45 -3.18 -3.08 0.13
H -1.83 -1.61 -2.03 0.09
N -3.93 -0.16 0.34 0.18
C -2.79 -0.14 0.54 -0.05
H -4.93 -0.16 0.20 0.12
C 0.97 2.05 2.80 -0.20
P 0.15 1.93 1.19 1.05
C -1.52 2.43 1.50 -0.39
C -2.11 3.52 0.86 -0.05
C -3.37 3.95 1.25 -0.03
C -4.04 3.30 2.28 -0.02
C -3.46 2.21 2.92 -0.05
C -2.21 1.76 2.52 -0.15
C 1.03 2.96 0.05 -0.36
C 0.48 3.31 -1.19 -0.10
C 1.15 4.20 -2.02 -0.03
C 2.39 4.70 -1.64 -0.01
C 2.96 4.33 -0.44 -0.03
C 2.30 3.45 0.40 -0.08
H 0.93 3.10 3.09 0.10
H 2.00 1.72 2.78 0.04
H 0.42 1.47 3.54 0.06
H -1.58 4.08 0.10 0.10
H -3.81 4.82 0.78 0.13
H -5.02 3.64 2.59 0.13
H -3.98 1.71 3.72 0.13
H -1.77 0.91 3.02 0.11
H -0.47 2.90 -1.49 0.08
H 0.70 4.49 -2.96 0.13
H 2.91 5.39 -2.30 0.13
H 3.92 4.73 -0.14 0.13
H 2.76 3.18 1.34 0.10
```

As for the relative energy (zero: lowest compared OMol25 entry of this formula, charge and spin): 10.57 kcal/mol. The frontier orbital gap is 5.89 eV. As for the total charge: +3. As for the HOMO energy: -16.70 eV.

=====

Density functional theory data (the ωB97M-V functional and the def2-TZVPD basis) for 7 unconnected molecules or ions with the total composition C27H41Cl6F2O9.

Structure (XYZ):
```
85
Properties=species:S:1:pos:R:3:lowdin_charge:R:1
O 2.62 -1.89 -1.07 0.01
C 1.92 -0.73 -0.76 -0.79
O 2.53 0.23 -0.32 0.00
O 0.67 -0.82 -0.93 -0.07
H 3.58 -1.68 -1.02 0.11
C 0.32 -2.46 -3.42 -1.50
Cl 1.41 -3.84 -3.63 0.54
Cl -1.42 -3.06 -3.39 0.49
Cl 0.41 -1.29 -4.68 0.58
H 0.42 -1.98 -2.40 -0.01
C 1.92 -5.10 -0.33 -1.56
Cl 2.99 -6.38 -1.04 0.47
Cl 2.45 -4.77 1.28 0.58
Cl 0.26 -5.67 -0.32 0.54
H 1.98 -4.24 -0.96 -0.06
F 5.03 -2.22 0.70 0.05
C 4.90 -1.72 1.94 -0.30
C 4.10 -0.63 2.16 0.00
C 3.97 -0.18 3.47 -0.08
C 4.61 -0.81 4.53 -0.10
C 5.49 -1.84 4.25 -0.10
C 5.63 -2.31 2.96 -0.03
H 3.50 -0.20 1.34 0.10
H 3.30 0.67 3.71 0.12
H 4.52 -0.36 5.49 0.09
H 6.01 -2.35 5.02 0.08
H 6.37 -3.12 2.71 0.13
F 0.86 1.80 -5.70 0.05
C 1.22 2.65 -4.76 -0.34
C 1.93 2.18 -3.68 -0.02
C 2.28 3.01 -2.68 -0.09
C 1.80 4.33 -2.72 -0.09
C 1.07 4.75 -3.82 -0.08
C 0.74 3.90 -4.88 -0.02
H 2.25 1.13 -3.68 0.12
H 2.91 2.76 -1.86 0.10
H 1.99 5.07 -1.95 0.10
H 0.75 5.82 -3.81 0.11
H 0.11 4.23 -5.68 0.11
C -2.07 2.20 -3.16 -0.07
O -1.42 2.89 -2.08 -0.17
C -0.54 2.15 -1.30 -0.21
C -0.88 1.99 0.14 -0.14
O -0.39 3.08 1.01 -0.11
C -1.30 3.23 2.11 -0.20
C -2.38 4.25 1.81 -0.20
O -3.57 3.78 1.19 -0.22
C -4.57 3.26 2.04 -0.12
H -2.64 1.35 -2.84 0.07
H -1.39 1.89 -3.93 0.06
H -2.80 2.89 -3.54 0.08
H 0.46 2.55 -1.40 0.09
H -0.43 1.17 -1.77 0.11
H -0.44 1.07 0.41 0.07
H -1.97 1.83 0.30 0.13
H -0.69 3.72 2.93 0.14
H -1.69 2.32 2.54 0.10
H -2.10 4.94 1.07 0.11
H -2.75 4.82 2.69 0.12
H -4.75 4.06 2.81 0.09
H -4.24 2.27 2.46 0.09
H -5.46 3.05 1.48 0.07
C -4.11 -3.67 -1.19 -0.12
O -4.48 -2.98 0.02 -0.18
C -3.93 -1.67 0.07 -0.19
C -2.47 -1.76 0.02 -0.24
O -2.06 -2.33 1.21 -0.12
C -0.70 -2.50 1.37 -0.22
C 0.02 -1.42 2.13 -0.15
O -0.20 -1.60 3.54 -0.22
C -1.48 -1.23 4.05 -0.11
H -3.03 -3.96 -1.14 0.06
H -4.22 -3.11 -2.09 0.07
H -4.68 -4.59 -1.26 0.08
H -4.26 -1.33 1.04 0.13
H -4.42 -1.02 -0.65 0.12
H -2.00 -0.80 -0.06 0.12
H -2.05 -2.33 -0.86 0.08
H -0.26 -2.55 0.34 0.11
H -0.56 -3.44 1.90 0.12
H -0.25 -0.37 1.87 0.12
H 1.07 -1.50 2.11 0.10
H -1.67 -0.23 3.62 0.08
H -1.46 -1.23 5.18 0.09
H -2.20 -2.04 3.75 0.09
```

As for the relative energy (zero: lowest compared OMol25 entry of this formula, charge and spin): 3.26 kcal/mol. The frontier orbital gap is 8.73 eV. As for the total charge: -1. As for the HOMO energy: -6.21 eV.

=====

Density functional theory data (the ωB97M-V functional and the def2-TZVPD basis) for a molecular structure, C27H41N2P2Pt.

Structure (XYZ):
```
73
Properties=species:S:1:pos:R:3:lowdin_charge:R:1
Pt -0.16 1.23 -0.27 0.79
C -4.70 -0.50 -0.76 -0.08
C -3.20 -0.72 -0.58 -0.50
C -2.47 -0.89 -1.91 -0.10
P -2.37 0.66 0.38 1.00
C -3.21 2.33 0.47 -0.53
C -4.62 2.33 1.05 -0.09
C -3.17 2.96 -0.93 -0.12
C -2.10 0.00 2.06 -0.23
C -3.09 -0.75 2.69 -0.02
C -2.83 -1.40 3.89 0.06
C -1.55 -1.34 4.46 0.01
C -0.56 -0.61 3.86 0.05
C -0.81 0.12 2.66 -0.25
N 0.15 0.81 2.04 0.09
C 1.33 1.26 2.49 -0.27
C 1.51 1.72 3.82 0.04
C 2.74 2.17 4.25 0.01
C 3.82 2.18 3.38 0.04
C 3.67 1.76 2.06 -0.02
C 2.44 1.32 1.60 -0.24
P 2.17 0.71 -0.11 1.01
C 2.63 -1.09 -0.17 -0.49
C 1.66 -1.89 0.69 -0.10
C 4.08 -1.29 0.26 -0.07
C 2.99 1.75 -1.43 -0.52
C 2.63 1.04 -2.74 -0.10
C 4.48 2.03 -1.30 -0.08
H -5.13 -1.39 -1.21 0.11
H -4.91 0.32 -1.44 0.09
H -5.21 -0.34 0.18 0.07
H -3.03 -1.60 0.05 0.11
H -2.68 -0.07 -2.58 0.09
H -2.81 -1.81 -2.39 0.10
H -1.39 -0.96 -1.75 0.05
H -2.55 2.89 1.15 0.10
H -5.34 1.88 0.38 0.07
H -4.91 3.37 1.21 0.10
H -4.67 1.83 2.02 0.08
H -3.96 2.56 -1.56 0.08
H -2.21 2.79 -1.43 0.04
H -3.32 4.03 -0.84 0.10
H -4.07 -0.83 2.25 0.12
H -3.60 -1.99 4.35 0.14
H -1.35 -1.88 5.37 0.14
H 0.44 -0.61 4.26 0.13
H 0.65 1.74 4.48 0.14
H 2.86 2.50 5.27 0.14
H 4.78 2.55 3.72 0.14
H 4.53 1.76 1.41 0.11
H 2.51 -1.39 -1.22 0.12
H 1.81 -1.67 1.75 0.08
H 1.83 -2.95 0.54 0.11
H 0.62 -1.66 0.43 0.05
H 4.25 -0.96 1.28 0.08
H 4.78 -0.78 -0.41 0.07
H 4.31 -2.35 0.21 0.11
H 2.46 2.71 -1.39 0.09
H 3.21 0.13 -2.88 0.09
H 2.83 1.69 -3.59 0.10
H 1.56 0.79 -2.76 0.06
H 5.08 1.12 -1.24 0.07
H 4.71 2.68 -0.46 0.07
H 4.80 2.56 -2.20 0.10
C 1.13 6.50 -1.14 -0.05
C 0.86 5.86 0.24 -0.19
C 0.48 4.51 0.13 -0.15
N 0.17 3.40 0.01 0.08
H 1.43 7.53 -0.98 0.10
H 0.23 6.50 -1.76 0.09
H 1.93 5.98 -1.66 0.08
H 0.06 6.40 0.76 0.15
H 1.77 5.92 0.86 0.14
```

As for the relative energy (zero: lowest compared OMol25 entry of this formula, charge and spin): 80.74 kcal/mol. The frontier orbital gap (spin up / spin down) is 4.75 / 4.83 eV. As for the total charge: +3. As for the HOMO energy (spin up / spin down): -17.17 / -17.19 eV.

=====

Density functional theory data (the ωB97M-V functional and the def2-TZVPD basis) for a molecular structure, C27H41NP2Ru.

Structure (XYZ):
```
72
Properties=species:S:1:pos:R:3:lowdin_charge:R:1
P -0.68 2.09 1.36 0.90
P -0.31 -1.37 -1.51 1.04
C 0.04 1.62 -0.36 -0.43
C -0.51 0.48 -1.34 -0.30
H 0.90 2.31 -0.98 0.09
H -0.53 2.48 -0.82 0.06
H -1.60 0.68 -1.46 0.09
H -0.05 0.79 -2.31 0.08
C 1.36 -1.93 -1.09 -0.19
H 1.37 -3.01 -0.88 0.06
H 1.70 -1.41 -0.19 0.04
H 2.05 -1.73 -1.92 0.06
C -0.42 -1.57 -3.31 -0.17
H 0.60 -1.52 -3.73 0.07
H -1.02 -0.73 -3.70 0.07
H -0.89 -2.52 -3.53 0.05
C 0.40 2.46 2.77 -0.19
H -0.25 2.62 3.65 0.08
H 0.99 3.39 2.62 0.06
H 1.10 1.65 2.99 0.07
C -1.37 3.70 0.91 -0.17
H -1.87 3.61 -0.07 0.07
H -0.56 4.45 0.85 0.07
H -2.10 3.97 1.68 0.08
Ru 2.19 1.57 -0.04 1.01
C 2.94 1.68 -1.84 -0.34
C 3.74 0.76 -1.06 -0.30
C 4.88 1.11 -0.19 -0.20
C 4.69 2.47 0.57 -0.17
C 3.30 2.85 0.97 -0.31
C 2.36 3.58 0.19 -0.32
C 2.58 4.13 -1.20 -0.18
C 3.28 3.10 -2.14 -0.17
C -1.89 0.92 1.93 -0.18
H 2.27 1.22 -2.57 0.09
H 3.78 -0.24 -1.50 0.09
H 5.82 1.18 -0.74 0.12
H 5.05 0.32 0.55 0.12
H 5.24 2.34 1.52 0.12
H 5.14 3.29 0.00 0.12
H 3.01 2.68 2.02 0.09
H 1.62 4.15 0.75 0.08
H 3.14 5.08 -1.18 0.13
H 1.60 4.39 -1.63 0.11
H 2.87 3.28 -3.14 0.12
H 4.36 3.27 -2.15 0.12
H -2.14 0.24 1.11 0.02
H -2.79 1.40 2.34 0.09
H -1.42 0.32 2.72 0.07
C -2.18 -4.66 -2.44 -0.04
C -1.15 -4.83 -1.50 -0.04
C -0.95 -3.89 -0.52 -0.06
C -1.74 -2.66 -0.50 -0.45
C -2.84 -2.56 -1.45 -0.07
C -3.04 -3.56 -2.37 -0.06
N -1.79 -1.93 0.72 0.09
C -2.64 -2.30 1.71 -0.31
C -4.05 -2.30 1.54 0.00
C -4.87 -2.83 2.53 -0.04
C -4.31 -3.31 3.73 -0.04
C -2.93 -3.19 3.96 -0.06
C -2.11 -2.65 3.00 -0.02
H -2.33 -5.43 -3.20 0.12
H -0.51 -5.70 -1.54 0.13
H -0.25 -4.02 0.30 0.12
H -3.50 -1.69 -1.34 0.12
H -3.89 -3.50 -3.05 0.13
H -4.46 -1.90 0.62 0.10
H -5.94 -2.88 2.36 0.12
H -4.95 -3.78 4.47 0.12
H -2.50 -3.52 4.91 0.12
H -1.03 -2.53 3.13 0.12
```

The expectation value of S² is 6.08. As for the relative energy (zero: lowest compared OMol25 entry of this formula, charge and spin): 0.00 kcal/mol. The frontier orbital gap (spin up / spin down) is 6.87 / 6.27 eV. As for the total charge: +2. As for the HOMO energy (spin up / spin down): -11.99 / -13.36 eV. Its multiplicity is 5.

=====

Density functional theory data (the ωB97M-V functional and the def2-TZVPD basis) for a molecular structure, C27H41NP2Tc.

Structure (XYZ):
```
72
Properties=species:S:1:pos:R:3:lowdin_charge:R:1
P 2.75 0.13 -0.69 0.80
P 1.02 -1.84 0.97 0.80
C 3.30 -1.61 -0.34 -0.46
C 2.06 -2.45 -0.52 -0.42
H 3.65 -1.54 0.72 0.06
H 4.11 -1.97 -0.96 0.08
H 1.54 -2.25 -1.48 0.08
H 2.33 -3.51 -0.52 0.09
C 1.85 -2.77 2.25 -0.32
H 1.26 -2.73 3.16 0.05
H 2.81 -2.31 2.44 0.03
H 2.05 -3.83 2.07 0.07
C 0.16 -3.69 0.32 -0.15
H 0.93 -4.48 0.24 0.05
H -0.28 -3.66 -0.69 0.03
H -0.60 -4.10 0.99 0.04
C 4.16 1.19 -0.35 -0.28
H 3.93 2.19 -0.77 0.05
H 5.03 0.78 -0.87 0.05
H 4.28 1.16 0.74 0.04
C 3.77 -0.36 -2.49 -0.13
H 3.37 -1.23 -3.02 0.05
H 4.78 -0.67 -2.16 0.05
H 3.93 0.47 -3.18 0.06
Tc 1.61 0.42 1.18 0.77
C -2.67 -2.17 -2.62 -0.10
C -1.90 -1.77 -1.63 -0.13
C -1.07 -0.48 -1.52 -0.16
C -0.22 0.25 -2.65 -0.24
C 0.50 -0.54 -3.64 -0.11
C 0.14 -1.76 -4.14 -0.10
C -1.21 -1.97 -4.67 -0.18
C -2.44 -1.50 -3.91 -0.19
C 1.08 2.25 -0.12 -0.21
H -3.40 -2.95 -2.47 0.12
H -1.74 -2.41 -0.75 0.06
H -0.29 -0.80 -0.77 0.01
H -1.63 0.31 -0.95 0.12
H -0.78 1.07 -3.13 0.12
H 0.46 0.87 -2.06 0.02
H 1.66 -0.45 -3.44 0.07
H 0.85 -2.56 -4.03 0.10
H -1.25 -3.03 -4.94 0.12
H -1.26 -1.44 -5.65 0.13
H -2.40 -0.42 -3.64 0.12
H -3.32 -1.62 -4.54 0.12
H 0.40 2.04 -0.96 -0.03
H 1.94 2.74 -0.62 -0.01
H 0.56 3.12 0.35 -0.01
C -4.14 -0.64 3.15 0.02
C -2.96 -1.19 2.63 -0.02
C -1.78 -0.48 2.66 0.00
C -1.80 0.85 3.10 -0.24
C -2.94 1.30 3.89 0.01
C -4.15 0.62 3.80 -0.01
N -0.78 1.66 2.73 0.20
C -0.91 3.01 2.78 -0.25
C -2.14 3.73 2.73 0.01
C -2.16 5.07 2.40 -0.02
C -0.95 5.72 2.09 0.03
C 0.27 5.06 2.34 -0.04
C 0.29 3.77 2.79 -0.01
H -5.07 -1.19 3.08 0.13
H -2.90 -2.20 2.21 0.12
H -0.83 -0.81 2.25 0.02
H -2.94 2.24 4.47 0.13
H -5.08 1.02 4.27 0.14
H -3.09 3.23 2.92 0.11
H -3.17 5.51 2.34 0.14
H -1.05 6.72 1.68 0.13
H 1.20 5.59 2.09 0.13
H 1.24 3.30 3.08 0.13
```

The expectation value of S² is 3.97. As for the relative energy (zero: lowest compared OMol25 entry of this formula, charge and spin): 45.33 kcal/mol. The frontier orbital gap (spin up / spin down) is 3.94 / 3.97 eV. As for the total charge: +2. As for the HOMO energy (spin up / spin down): -12.91 / -12.91 eV. Its multiplicity is 4.